(1)
{"formula": "C5H20O7", "method": "ωB97M-V/def2-TZVPD", "elements": ["O", "O", "O", "O", "O", "O", "O", "C", "C", "C", "C", "C", "H", "H", "H", "H", "H", "H", "H", "H", "H", "H", "H", "H", "H", "H", "H", "H", "H", "H", "H", "H"], "positions_angstrom": [[-1.592, 1.119, 1.346], [2.297, 0.640, 2.151], [1.752, 2.003, 0.218], [1.172, -3.666, -0.714], [0.908, -1.013, -2.487], [0.751, -1.607, 1.575], [-0.291, 3.366, 1.397], [-1.756, -0.453, -1.204], [0.808, 0.140, -1.613], [-2.211, -0.911, 0.189], [-1.946, -0.043, 1.374], [-0.633, 0.587, -1.356], [1.435, 1.065, 2.147], [-0.561, 1.235, -0.495], [-1.521, -1.352, -1.720], [1.675, -3.019, -1.222], [-2.574, 0.011, -1.740], [1.302, -0.861, 1.322], [1.280, 0.954, -2.126], [-0.899, 1.247, -2.181], [-1.803, -1.893, 0.439], [-2.032, -0.548, 2.353], [2.355, -0.108, 2.771], [1.174, 2.659, 0.619], [0.286, -3.481, -1.061], [0.876, -2.317, 0.924], [0.864, -0.752, -3.401], [1.344, -0.166, -0.742], [-3.286, -1.124, 0.164], [-0.501, 4.013, 0.727], [-0.957, 2.668, 1.424], [2.286, 1.607, 0.922]], "atomic_forces_ev_per_a": [[-0.7, -0.8, 0.2], [0.8, -1.0, 1.0], [0.3, 0.2, -0.7], [-0.4, 0.5, -0.1], [-0.1, -0.5, 0.6], [-0.4, -0.3, 0.1], [0.6, 0.5, 0.5], [0.0, 1.0, 0.4], [-0.9, -1.0, -1.3], [0.0, 0.0, -0.1], [0.5, 0.2, 0.1], [0.6, -0.1, 0.1], [-0.5, -0.4, 0.8], [-0.1, 0.1, 0.1], [0.3, -0.7, -0.8], [0.3, 0.1, -0.1], [-0.5, -0.2, 0.1], [0.1, -0.1, -0.3], [0.7, 0.5, 0.3], [-0.1, 0.0, -0.2], [0.3, 0.1, 0.1], [-0.1, 0.0, 0.0], [-0.4, 0.6, -0.1], [-0.2, 0.2, 0.3], [0.1, -0.3, 0.1], [0.2, 0.2, 0.0], [-0.1, 0.2, -0.4], [0.2, 0.2, 0.5], [-0.1, 0.2, 0.1], [-0.4, 0.1, -0.2], [-0.2, 0.1, -0.3], [0.3, 0.6, -0.9]], "smiles": "O=CCCCCO.O.O.O.O.O", "e_homo_ev": -10.1, "charge": 0, "homo_lumo_gap_ev": 10.62, "lumo_energy_ha": 0.0198, "de_lowest_kcal_mol": 33.21, "energy_ev": -19841.1169}

(2)
{"formula": "C3H5O2S3", "method": "ωB97M-V/def2-TZVPD", "elements": ["S", "S", "S", "O", "O", "C", "C", "C", "H", "H", "H", "H", "H"], "positions_angstrom": [[-1.861, -3.359, 1.262], [-1.081, -0.770, -0.502], [-0.278, -2.297, 0.790], [0.722, -3.051, 0.061], [0.241, -1.494, 1.912], [0.533, 0.140, -0.422], [-0.114, 2.471, -0.147], [0.247, 1.506, -0.960], [-0.608, 3.471, -0.540], [1.164, -0.505, -1.043], [0.655, -0.077, 0.641], [-0.328, 2.459, 0.908], [0.708, 1.506, -1.959]], "atomic_forces_ev_per_a": [[0.1, 0.1, -0.1], [0.0, -0.5, -0.1], [-0.7, 0.0, 1.1], [0.1, 0.3, -0.2], [-0.1, -0.6, -0.6], [-1.4, -1.4, -0.2], [-2.6, 3.9, -1.2], [2.6, -1.8, 0.6], [1.7, -1.8, 0.3], [0.4, 0.6, 0.2], [0.9, 1.1, 0.0], [0.2, -1.0, 0.2], [-1.3, 1.1, 0.0]], "smiles": "C=CCSS(=O)(=O)[S-]", "e_homo_ev": -4.4, "charge": -1, "homo_lumo_gap_ev": 7.79, "lumo_energy_ha": 0.1258, "de_lowest_kcal_mol": 22.99, "energy_ev": -39792.9255}

(3)
{"formula": "C6H62NO25", "method": "ωB97M-V/def2-TZVPD", "elements": ["O", "O", "O", "O", "O", "O", "O", "O", "O", "O", "O", "O", "O", "O", "O", "O", "O", "O", "O", "O", "O", "O", "O", "O", "O", "N", "C", "C", "C", "C", "C", "C", "H", "H", "H", "H", "H", "H", "H", "H", "H", "H", "H", "H", "H", "H", "H", "H", "H", "H", "H", "H", "H", "H", "H", "H", "H", "H", "H", "H", "H", "H", "H", "H", "H", "H", "H", "H", "H", "H", "H", "H", "H", "H", "H", "H", "H", "H", "H", "H", "H", "H", "H", "H", "H", "H", "H", "H", "H", "H", "H", "H", "H", "H"], "positions_angstrom": [[51.070, 9.323, 0.474], [50.175, 4.762, 9.271], [52.671, 9.283, 8.882], [51.189, 12.741, -0.768], [53.014, 8.621, -1.392], [47.424, 4.512, 8.789], [56.636, 13.119, 3.148], [50.284, 10.478, 6.704], [57.587, 10.271, 2.967], [54.747, 6.446, 6.970], [54.887, 10.317, 2.039], [57.202, 10.388, 5.726], [46.235, 6.478, 7.225], [54.113, 12.632, 4.395], [51.525, 11.961, 3.761], [55.160, 9.909, 7.754], [50.734, 7.380, 6.696], [57.067, 6.377, 4.407], [53.374, 11.421, -1.954], [46.470, 7.885, 4.794], [50.440, 9.064, 2.989], [53.118, 6.054, 2.642], [57.925, 8.102, 6.172], [52.392, 3.948, 7.647], [54.778, 13.815, -1.294], [53.809, 7.820, 4.735], [52.700, 8.233, 5.627], [49.580, 6.672, 6.696], [53.913, 9.574, 2.898], [51.681, 7.050, 5.752], [54.706, 8.784, 4.126], [54.349, 10.857, 0.942], [55.232, 14.214, -2.023], [55.155, 6.861, 7.738], [53.218, 7.859, -1.829], [46.036, 7.352, 7.689], [53.532, 7.257, 3.837], [54.868, 11.780, 0.901], [57.410, 7.612, 5.537], [53.380, 9.982, 8.518], [52.173, 8.988, 5.162], [54.259, 7.103, 5.555], [46.639, 5.999, 7.878], [50.692, 9.092, 1.971], [51.384, 11.850, 2.754], [51.851, 12.233, -1.319], [56.970, 10.973, 2.661], [53.249, 8.618, 9.112], [51.149, 6.656, 4.867], [49.798, 8.386, 2.928], [54.914, 9.622, 4.787], [57.392, 9.004, 6.245], [57.568, 11.211, 6.157], [50.307, 5.513, 9.848], [46.455, 7.370, 5.683], [52.489, 8.065, -0.928], [56.666, 5.964, 3.777], [49.019, 6.508, 5.844], [52.919, 10.235, 3.033], [57.298, 10.514, 4.804], [57.160, 5.696, 5.165], [54.391, 10.070, 0.135], [52.964, 8.504, 6.637], [55.347, 10.864, 7.765], [55.568, 8.365, 3.797], [53.964, 13.053, 5.122], [53.282, 12.501, 4.165], [50.490, 12.561, -1.225], [50.517, 8.863, -0.253], [52.533, 5.450, 2.026], [50.836, 11.389, 4.218], [46.026, 8.697, 5.231], [51.533, 4.264, 8.019], [49.530, 10.450, 6.121], [53.696, 8.760, 2.369], [47.554, 3.719, 8.303], [52.163, 3.167, 7.010], [52.790, 11.329, -2.729], [49.834, 5.582, 6.728], [49.351, 4.765, 8.912], [53.316, 10.480, -1.431], [55.668, 9.662, 6.966], [57.552, 9.571, 2.269], [55.666, 12.911, 3.388], [54.422, 5.582, 7.208], [54.002, 5.809, 2.366], [51.017, 10.313, 0.417], [50.681, 9.775, 6.580], [47.014, 4.320, 9.631], [54.370, 13.094, -1.775], [48.833, 6.782, 7.534], [52.318, 6.274, 6.247], [56.465, 13.521, 2.201], [53.345, 11.321, 0.958]], "atomic_forces_ev_per_a": [[-1.0, -0.3, -1.8], [4.4, -0.6, 1.3], [0.4, 4.6, -2.1], [7.2, 0.1, 3.2], [1.2, 3.6, -0.5], [0.1, 1.5, 0.2], [-2.8, 0.5, -2.8], [-5.9, 11.0, 1.6], [-0.4, -0.4, -1.0], [0.2, 0.5, -0.5], [-0.7, -2.3, 5.2], [-0.4, 2.8, 2.8], [-2.2, 4.3, -1.5], [6.8, -2.9, -4.6], [-1.4, -1.1, -1.7], [0.3, 0.7, -0.4], [-0.1, 2.9, 0.9], [3.6, 1.7, 7.5], [-0.8, -3.0, 1.3], [-1.2, 1.2, 3.8], [1.6, 0.8, -2.2], [-1.8, -2.0, -2.1], [-1.4, 1.6, 1.3], [-0.9, -1.7, -1.8], [-0.1, -0.2, 0.1], [0.7, -3.8, 0.9], [-2.1, -1.4, -1.1], [-0.8, -4.0, 2.1], [1.4, 2.6, 1.2], [1.6, -1.2, 0.8], [-3.4, 5.6, 0.5], [-1.3, 0.3, -2.3], [0.7, 0.9, -0.3], [0.1, 0.0, 0.0], [2.9, -2.6, -4.1], [0.2, -1.7, -0.9], [-0.6, 0.6, 2.6], [1.2, 0.7, -1.7], [0.1, 0.0, -0.3], [-2.5, -2.3, 1.1], [-0.9, 2.1, -0.9], [0.1, 1.6, -2.4], [1.8, -2.5, 2.6], [-0.3, 0.2, 2.5], [0.0, 0.3, 2.6], [0.1, 1.0, 1.3], [0.5, -0.3, 0.2], [1.9, -2.5, 1.1], [0.8, 0.5, -0.2], [-1.4, -1.1, 0.6], [0.4, -0.4, 0.6], [2.2, -2.5, -0.3], [-0.5, -1.4, -0.7], [-0.2, 0.2, 0.0], [0.4, 0.1, -2.3], [-3.9, -1.1, 4.4], [-3.7, -4.1, -6.2], [-1.3, 1.5, -2.7], [2.6, -1.5, 0.6], [0.5, 0.0, -2.3], [-0.1, 1.7, -1.8], [0.1, 1.4, 0.1], [0.7, 0.1, 0.1], [-0.1, -0.3, 0.3], [2.4, -1.4, -1.1], [-0.4, 4.4, 7.4], [-6.4, -1.6, -2.7], [-7.4, -1.1, -4.0], [1.1, 1.8, 1.7], [1.5, 1.9, 2.0], [1.2, 0.9, -1.0], [1.0, -1.4, -1.8], [0.6, -0.3, 0.0], [-0.5, 0.1, -0.1], [-1.8, -3.2, -2.9], [-0.2, -1.3, -0.4], [0.5, 2.2, 1.9], [0.6, -0.3, 0.2], [0.3, 0.1, 0.9], [-3.9, 0.5, -1.2], [0.2, 3.1, -2.2], [-0.1, -0.1, 0.1], [0.0, 1.0, 1.0], [1.8, 0.4, 0.0], [-0.4, -0.6, 0.4], [0.4, -0.2, -0.1], [-0.2, -1.1, -0.6], [6.2, -11.1, -1.5], [-0.1, -0.4, 0.2], [-0.5, -0.7, 0.4], [1.4, 0.8, -0.7], [-0.6, -0.4, -0.9], [0.9, -1.0, 2.7], [-0.5, -0.9, 0.7]], "e_homo_ev": -11.8, "charge": 1, "homo_lumo_gap_ev": 8.57, "lumo_energy_ha": -0.1167, "de_lowest_kcal_mol": 56.59, "energy_ev": -59891.8314}